{
  "formula": "C6H12N",
  "method": "ωB97M-V/def2-TZVPD",
  "charge": 1,
  "homo_lumo_gap_ev": 10.9,
  "relative_energy_kcal_mol": 56.74,
  "e_lumo_ev": -3.408,
  "max_force_ev_per_a": 3.2,
  "homo_ev": -14.34,
  "smiles": "C[C@@]12C[NH2+][C@]1(C)C2",
  "elements": ["C", "C", "C", "C", "C", "C", "N", "H", "H", "H", "H", "H", "H", "H", "H", "H", "H", "H", "H"],
  "positions_angstrom": [[-0.458, 1.435, 0.330], [-0.439, -0.257, -1.514], [0.358, 0.501, -0.549], [-0.512, -0.065, 0.622], [1.857, 0.572, -0.725], [-0.173, -0.854, 1.822], [-1.485, -0.667, -0.498], [0.111, 2.033, 0.976], [-1.435, 1.871, 0.028], [-1.029, 0.328, -2.146], [0.066, -1.249, -1.832], [2.061, -0.471, -0.970], [2.245, 0.653, 0.255], [2.147, 1.232, -1.512], [0.394, -1.634, 1.461], [-1.065, -1.142, 2.321], [0.507, -0.316, 2.458], [-2.358, -0.044, -0.645], [-1.548, -1.702, -0.565]],
  "forces_ev_per_a": [[-2.09, -1.93, -1.51], [-0.30, -1.94, 0.08], [0.33, 0.68, 1.33], [0.65, 1.36, -1.36], [-1.98, -2.13, 0.45], [-0.44, 1.45, -0.52], [0.01, 1.08, 1.02], [0.63, 0.53, 0.96], [0.88, 0.04, -0.08], [0.03, 0.53, -2.48], [-0.79, 2.07, -0.22], [0.73, 0.10, -0.50], [1.12, 0.98, 0.74], [0.49, 0.60, -0.10], [0.97, -2.45, -0.32], [-0.55, -0.43, 0.78], [-0.06, 0.55, 0.44], [1.27, -2.13, 0.63], [-0.92, 1.04, 0.67]],
  "nbo_charge": [-0.413, -0.184, -0.056, 0.195, -0.604, -0.647, -0.555, 0.264, 0.218, 0.215, 0.236, 0.213, 0.233, 0.250, 0.224, 0.246, 0.261, 0.448, 0.454]
}



{
  "formula": "C6H12N",
  "method": "ωB97M-V/def2-TZVPD",
  "charge": 2,
  "spin_multiplicity": 2,
  "homo_lumo_gap_ev": [7.3, 5.1],
  "relative_energy_kcal_mol": 56.46,
  "s2": 0.77,
  "e_lumo_ev": [-11.467, -13.601],
  "max_force_ev_per_a": 3.0,
  "homo_ev": [-18.72, -18.71],
  "elements": ["C", "C", "C", "C", "C", "N", "C", "H", "H", "H", "H", "H", "H", "H", "H", "H", "H", "H", "H"],
  "positions_angstrom": [[2.438, -0.998, 0.750], [2.167, -0.286, -0.566], [1.079, 0.818, -0.478], [-0.219, 0.208, -0.505], [-1.468, 0.808, -0.372], [-2.525, -0.028, 0.075], [-3.725, 0.409, 0.362], [2.951, -1.965, 0.584], [3.194, -0.502, 1.374], [1.578, -1.369, 1.296], [3.051, 0.062, -1.087], [1.789, -1.086, -1.209], [1.071, 1.362, 0.516], [1.379, 1.587, -1.248], [-0.266, -0.877, -0.468], [-1.646, 1.855, -0.130], [-2.473, -1.013, -0.206], [-3.789, 1.267, 1.052], [-4.586, -0.255, 0.260]],
  "forces_ev_per_a": [[1.91, -0.95, 0.25], [-0.74, -0.85, 0.12], [1.11, -0.91, -0.58], [0.37, -0.04, -0.29], [-0.91, 0.26, 2.86], [-0.27, 0.24, -2.49], [0.24, -0.40, 2.23], [-0.09, 0.45, -0.53], [-0.76, 0.30, 0.21], [-0.52, 0.67, 0.27], [0.26, 0.30, 0.36], [-0.20, 0.30, -0.42], [0.16, 0.19, -0.41], [-0.97, 0.04, 0.63], [0.29, -0.21, -0.15], [0.16, 0.09, -0.66], [0.08, 0.02, -0.17], [-0.27, 0.50, -1.22], [0.17, -0.01, -0.01]],
  "mulliken_spin": [0.010, 0.016, -0.023, 0.187, 0.476, -0.064, 0.179, -0.001, 0.000, 0.001, 0.012, -0.003, 0.110, 0.072, 0.009, -0.005, 0.001, 0.009, 0.012]
}



{
  "formula": "C6H12N2",
  "method": "ωB97M-V/def2-TZVPD",
  "homo_lumo_gap_ev": 8.9,
  "relative_energy_kcal_mol": 83.00,
  "e_lumo_ev": 0.999,
  "max_force_ev_per_a": 3.4,
  "homo_ev": -7.88,
  "smiles": "C=CN(N=C)C(C)C",
  "elements": ["C", "C", "C", "C", "C", "C", "N", "N", "H", "H", "H", "H", "H", "H", "H", "H", "H", "H", "H", "H"],
  "positions_angstrom": [[2.331, -1.677, 0.294], [1.594, 2.279, -0.289], [1.133, -1.214, 0.176], [-1.269, -0.227, 1.287], [-1.302, -0.060, -1.258], [-0.697, 0.417, 0.028], [1.730, 1.035, -0.112], [0.744, 0.158, -0.064], [2.691, -2.656, 0.424], [3.173, -1.087, 0.538], [2.450, 2.835, 0.027], [0.765, 2.947, -0.172], [0.230, -1.861, 0.321], [-0.459, -0.379, 2.033], [-2.049, 0.329, 1.751], [-1.599, -1.161, 0.935], [-1.415, 0.742, -1.904], [-2.318, -0.380, -1.170], [-0.707, -0.938, -1.806], [-0.720, 1.571, 0.067]],
  "forces_ev_per_a": [[2.31, -0.08, 0.92], [0.56, 1.13, 1.58], [-3.27, 0.96, -0.29], [1.69, 0.59, 0.17], [0.56, -2.60, -0.91], [1.32, 2.41, 0.21], [-0.01, -0.67, -0.06], [0.54, -2.15, 0.70], [-0.86, -1.63, 0.08], [0.62, 1.45, -0.66], [1.09, 0.20, -0.73], [-1.41, -0.32, -0.55], [1.09, 0.49, -0.75], [-0.59, 0.11, -0.38], [-0.77, 0.40, 0.14], [-0.83, -1.44, 0.25], [0.36, 1.52, -1.69], [-0.78, -0.59, 0.49], [-1.19, 1.98, 1.38], [-0.44, -1.78, 0.11]],
  "nbo_charge": [-0.472, -0.228, -0.007, -0.621, -0.622, -0.064, -0.180, -0.259, 0.207, 0.210, 0.175, 0.150, 0.196, 0.225, 0.222, 0.204, 0.218, 0.208, 0.224, 0.212]
}



{
  "formula": "C6H12N2",
  "method": "ωB97M-V/def2-TZVPD",
  "homo_lumo_gap_ev": 9.6,
  "relative_energy_kcal_mol": 69.90,
  "e_lumo_ev": 0.993,
  "max_force_ev_per_a": 2.4,
  "homo_ev": -8.56,
  "smiles": "C#CC(C)(C)N(C)N",
  "elements": ["C", "C", "C", "C", "C", "C", "N", "N", "H", "H", "H", "H", "H", "H", "H", "H", "H", "H", "H", "H"],
  "positions_angstrom": [[1.137, -2.115, -0.878], [0.946, -1.001, -0.478], [1.104, 0.605, 1.381], [0.873, 1.406, -0.973], [-1.534, -0.895, 0.971], [0.522, 0.294, 0.005], [-1.803, 0.272, -1.004], [-1.094, 0.248, 0.207], [1.370, -3.092, -1.179], [0.519, 1.398, 1.842], [1.088, -0.269, 2.031], [2.138, 0.936, 1.282], [0.463, 2.348, -0.621], [1.958, 1.493, -1.026], [0.510, 1.201, -1.979], [-2.606, -0.775, 1.118], [-1.355, -1.852, 0.459], [-1.040, -0.903, 1.938], [-1.679, 1.175, -1.448], [-1.517, -0.471, -1.648]],
  "forces_ev_per_a": [[0.06, 0.43, 0.20], [-0.05, -0.39, -0.30], [0.03, -0.08, 0.01], [-0.03, -0.15, -0.02], [-0.16, -0.02, 0.01], [-2.11, 0.21, 0.70], [-0.17, -0.05, -0.25], [2.25, 0.67, -0.47], [0.11, -0.55, -0.24], [0.00, 0.07, -0.01], [0.01, 0.03, 0.00], [0.02, -0.04, 0.03], [-0.07, 0.13, 0.05], [-0.01, 0.02, -0.01], [-0.02, -0.01, 0.01], [0.03, -0.07, 0.06], [0.02, -0.01, 0.03], [0.03, -0.06, 0.05], [-0.04, -0.19, 0.06], [0.09, 0.09, 0.08]],
  "nbo_charge": [-0.231, -0.032, -0.605, -0.609, -0.428, 0.005, -0.663, -0.256, 0.233, 0.227, 0.218, 0.215, 0.220, 0.223, 0.216, 0.217, 0.172, 0.199, 0.354, 0.327]
}